Entry 1:
{
  "formula": "C21H51O24P3",
  "method": "ωB97M-V/def2-TZVPD",
  "species": ["C", "O", "P", "O", "O", "C", "O", "C", "H", "H", "H", "H", "H", "H", "H", "H", "H", "C", "O", "P", "O", "O", "C", "O", "C", "H", "H", "H", "H", "H", "H", "H", "H", "H", "C", "O", "P", "O", "O", "C", "O", "C", "H", "H", "H", "H", "H", "H", "H", "H", "H", "C", "O", "C", "O", "O", "C", "H", "H", "H", "H", "H", "H", "C", "O", "C", "O", "O", "C", "H", "H", "H", "H", "H", "H", "C", "O", "C", "O", "O", "C", "H", "H", "H", "H", "H", "H", "C", "O", "C", "O", "O", "C", "H", "H", "H", "H", "H", "H"],
  "xyz": [[-0.352, 11.411, 1.138], [0.311, 10.272, 1.645], [1.230, 9.427, 0.589], [2.525, 10.160, 0.316], [1.515, 8.002, 1.362], [0.423, 7.193, 1.866], [0.319, 8.964, -0.679], [0.887, 8.484, -1.828], [-1.431, 11.290, 1.046], [-0.001, 11.742, 0.160], [-0.233, 12.258, 1.814], [0.416, 6.607, 2.785], [0.401, 6.509, 1.018], [-0.552, 7.672, 1.777], [1.005, 7.404, -1.741], [1.910, 8.778, -2.062], [0.193, 8.578, -2.663], [-0.676, -4.103, -5.012], [-0.677, -5.098, -4.045], [-1.705, -5.035, -2.763], [-1.658, -3.768, -1.962], [-1.191, -6.391, -1.930], [0.048, -6.235, -1.136], [-3.180, -5.353, -3.370], [-3.288, -6.153, -4.567], [0.121, -4.221, -5.746], [-0.824, -3.117, -4.573], [-1.558, -4.323, -5.613], [0.036, -6.987, -0.347], [0.260, -5.218, -0.808], [0.918, -6.546, -1.715], [-3.591, -7.135, -4.202], [-2.321, -6.441, -4.980], [-3.890, -5.613, -5.298], [1.743, 1.622, -1.734], [0.476, 2.166, -1.887], [-0.814, 1.638, -1.019], [-2.108, 2.017, -1.636], [-0.387, 2.363, 0.393], [-0.302, 3.795, 0.715], [-0.597, -0.001, -0.948], [-1.494, -0.909, -0.280], [2.058, 1.610, -0.690], [2.395, 2.383, -2.164], [1.863, 0.595, -2.077], [-0.112, 4.406, -0.167], [0.453, 4.107, 1.437], [-1.194, 4.190, 1.202], [-0.923, -1.719, 0.173], [-2.400, -1.246, -0.785], [-1.883, -0.351, 0.572], [-1.519, -0.074, -4.177], [-2.754, -0.595, -3.557], [-3.448, -1.638, -4.097], [-3.070, -2.219, -5.118], [-4.507, -1.873, -3.286], [-5.271, -3.010, -3.380], [-0.788, -0.860, -4.365], [-1.111, 0.809, -3.686], [-1.763, 0.275, -5.181], [-5.439, -3.288, -4.420], [-6.318, -2.764, -3.205], [-4.943, -3.805, -2.710], [-2.127, -6.738, 6.121], [-2.108, -6.328, 4.796], [-1.625, -5.099, 4.526], [-1.296, -4.156, 5.320], [-1.825, -4.992, 3.218], [-1.689, -3.729, 2.552], [-2.185, -7.819, 6.250], [-2.889, -6.118, 6.591], [-1.240, -6.610, 6.742], [-2.460, -2.996, 2.788], [-1.552, -3.875, 1.481], [-0.693, -3.404, 2.850], [4.848, -3.100, 2.673], [3.927, -3.968, 2.100], [3.310, -3.814, 0.847], [2.568, -4.675, 0.340], [3.619, -2.584, 0.287], [2.804, -2.092, -0.742], [4.546, -2.524, 3.547], [5.464, -2.533, 1.974], [5.642, -3.762, 3.022], [1.911, -1.705, -0.251], [2.346, -2.797, -1.435], [3.406, -1.405, -1.335], [4.686, 1.161, 3.168], [3.690, 2.120, 3.333], [2.442, 1.685, 3.144], [2.013, 0.626, 2.589], [1.549, 2.436, 3.726], [1.756, 3.661, 4.364], [5.640, 1.510, 3.563], [4.728, 0.989, 2.092], [4.310, 0.217, 3.564], [1.769, 4.518, 3.690], [2.578, 3.533, 5.069], [0.904, 3.731, 5.040]],
  "charge": 1,
  "orbital_gap_ev": [9.371, 2.513],
  "s2": 0.76,
  "e_homo_ev": [-12.229, -12.229],
  "multiplicity": 2
}



Entry 2:
{
  "formula": "C27H54NO18P",
  "method": "ωB97M-V/def2-TZVPD",
  "species": ["C", "C", "C", "P", "C", "C", "N", "C", "C", "O", "C", "C", "O", "C", "C", "C", "O", "H", "H", "H", "H", "H", "H", "H", "H", "H", "H", "H", "H", "H", "H", "H", "H", "H", "H", "H", "H", "H", "H", "H", "H", "C", "O", "C", "O", "O", "C", "H", "H", "H", "H", "H", "H", "C", "O", "C", "O", "O", "C", "H", "H", "H", "H", "H", "H", "C", "O", "C", "O", "O", "C", "H", "H", "H", "H", "H", "H", "C", "O", "C", "O", "O", "C", "H", "H", "H", "H", "H", "H", "C", "O", "C", "O", "O", "C", "H", "H", "H", "H", "H", "H"],
  "xyz": [[-6.630, -2.089, 2.389], [-6.621, -0.692, 1.555], [-5.082, -0.379, 1.237], [-4.770, 0.728, -0.266], [-5.742, 0.503, -1.918], [-5.401, 1.733, -2.887], [-5.908, 1.948, -4.071], [-3.355, -0.447, -0.854], [-2.261, 0.329, -1.781], [-1.368, 1.005, -0.818], [-0.111, 0.353, -0.764], [0.017, -1.136, -0.173], [0.899, 0.974, -1.153], [-6.072, 2.027, 0.238], [-5.772, 2.544, 1.844], [-4.144, 2.772, 2.192], [-5.232, 3.939, 1.980], [-7.668, -2.540, 2.484], [-5.885, -2.849, 1.967], [-6.228, -1.823, 3.434], [-7.110, 0.065, 2.269], [-7.295, -0.740, 0.637], [-4.501, 0.041, 2.137], [-4.595, -1.401, 1.026], [-3.783, 1.796, -0.318], [-5.580, -0.520, -2.386], [-6.861, 0.605, -1.668], [-4.597, 2.467, -2.516], [-6.569, 1.173, -4.260], [-2.731, -0.866, 0.021], [-3.784, -1.332, -1.440], [-2.729, 1.106, -2.461], [-1.718, -0.510, -2.348], [-0.471, -1.838, -0.920], [-0.570, -1.207, 0.811], [1.107, -1.362, 0.047], [-5.954, 2.996, -0.358], [-7.153, 1.676, 0.224], [-6.457, 2.095, 2.707], [-3.523, 3.187, 1.332], [-3.837, 3.289, 3.155], [-3.401, -4.438, 6.383], [-3.491, -3.132, 5.816], [-2.381, -2.728, 5.180], [-1.363, -3.362, 5.059], [-2.603, -1.494, 4.700], [-1.500, -0.935, 3.991], [-4.351, -4.658, 6.869], [-3.230, -5.185, 5.605], [-2.612, -4.478, 7.137], [-1.256, -1.543, 3.117], [-0.632, -0.833, 4.646], [-1.791, 0.059, 3.650], [7.195, 1.623, 0.354], [5.794, 1.351, 0.378], [5.033, 2.339, -0.121], [5.433, 3.387, -0.565], [3.751, 1.956, -0.040], [2.819, 2.916, -0.539], [7.708, 0.760, 0.779], [7.544, 1.762, -0.671], [7.428, 2.499, 0.964], [2.992, 3.107, -1.600], [2.877, 3.844, 0.036], [1.818, 2.502, -0.424], [7.281, 4.670, -2.262], [8.134, 4.903, -3.387], [7.645, 4.452, -4.552], [6.589, 3.894, -4.710], [8.541, 4.733, -5.516], [8.148, 4.307, -6.819], [7.776, 5.074, -1.379], [6.327, 5.184, -2.389], [7.126, 3.602, -2.112], [7.228, 4.808, -7.128], [8.026, 3.223, -6.850], [8.942, 4.586, -7.513], [10.719, 3.631, -4.050], [11.554, 2.523, -4.392], [11.486, 1.498, -3.531], [10.803, 1.450, -2.537], [12.312, 0.533, -3.967], [12.341, -0.629, -3.139], [10.852, 4.398, -4.811], [9.674, 3.333, -4.041], [11.010, 4.049, -3.084], [11.355, -1.095, -3.094], [12.697, -0.379, -2.137], [13.038, -1.338, -3.586], [-4.825, -6.648, 2.877], [-5.895, -7.431, 3.401], [-7.111, -7.032, 2.996], [-7.340, -6.106, 2.260], [-8.023, -7.841, 3.556], [-9.372, -7.528, 3.210], [-3.891, -7.055, 3.266], [-4.799, -6.709, 1.787], [-4.912, -5.610, 3.205], [-9.526, -7.625, 2.134], [-9.634, -6.524, 3.549], [-10.019, -8.244, 3.717]],
  "orbital_gap_ev": 8.773,
  "smiles": "[H]/N=C\\C[PH](CCC)(CCOC(C)=O)C[C@H]1CO1.COC(=O)OC.COC(=O)OC.COC(=O)OC.COC(=O)OC.COC(=O)OC",
  "e_homo_ev": -8.500
}



Number 1: electronic energy -3660.2848 Ha. Number 2: electronic energy -2811.3253 Ha.